1.
{
  "formula": "CH3Br2N",
  "method": "ωB97M-V/def2-TZVPD",
  "symbols": ["C", "N", "Br", "Br", "H", "H", "H"],
  "positions_angstrom": [[-0.18, -0.13, 0.15], [-3.49, -0.71, -0.80], [-4.40, 0.70, 0.06], [-1.98, -1.20, 0.04], [0.58, -0.52, -0.65], [0.27, -0.16, 1.17], [-0.73, 0.80, -0.07]],
  "de_lowest_kcal_mol": 84.4,
  "e_lumo_ev": -0.54,
  "total_energy_ha": -5242.497826,
  "homo_ha": -0.308,
  "orbital_gap_ev": 7.84
}

***

2.
{
  "formula": "C34H55HfN4SSe3SiTe",
  "method": "ωB97M-V/def2-TZVPD",
  "symbols": ["Hf", "Se", "Se", "Te", "Se", "C", "C", "C", "C", "C", "C", "C", "C", "N", "C", "C", "C", "C", "C", "C", "C", "C", "C", "C", "H", "H", "H", "H", "H", "H", "H", "H", "H", "H", "H", "H", "H", "H", "H", "H", "H", "H", "H", "H", "H", "H", "H", "H", "N", "C", "C", "C", "N", "H", "H", "H", "H", "C", "C", "C", "C", "Si", "C", "C", "C", "C", "C", "C", "C", "C", "H", "H", "H", "H", "H", "H", "H", "H", "H", "H", "H", "H", "H", "H", "H", "H", "H", "H", "H", "H", "H", "H", "H", "H", "H", "H", "H", "S", "C", "N"],
  "positions_angstrom": [[0.64, 0.44, 0.57], [2.93, 1.42, -0.63], [2.77, 3.70, -0.42], [3.08, 3.99, 2.13], [2.18, 1.78, 2.87], [3.62, -5.69, 0.78], [3.18, -4.28, 1.07], [3.27, -3.77, 2.36], [2.87, -2.46, 2.60], [3.01, -1.87, 3.98], [2.37, -1.70, 1.57], [2.25, -2.17, 0.23], [2.71, -3.49, 0.03], [1.73, -1.30, -0.68], [1.71, -1.61, -2.11], [0.87, -2.84, -2.51], [0.88, -3.03, -4.03], [2.31, -3.19, -4.53], [3.12, -1.93, -4.18], [2.48, -0.71, -4.84], [1.04, -0.58, -4.34], [0.24, -1.82, -4.71], [1.05, -0.41, -2.82], [3.14, -1.74, -2.67], [3.99, -6.18, 1.67], [4.41, -5.69, 0.03], [2.78, -6.26, 0.38], [3.65, -4.38, 3.16], [3.85, -2.33, 4.51], [2.11, -2.04, 4.56], [3.18, -0.80, 3.92], [2.09, -0.66, 1.76], [2.70, -3.95, -0.94], [-0.15, -2.70, -2.17], [1.24, -3.75, -2.05], [0.30, -3.93, -4.27], [2.32, -3.35, -5.61], [2.77, -4.06, -4.06], [4.15, -2.05, -4.54], [2.49, -0.82, -5.93], [3.04, 0.19, -4.59], [0.58, 0.31, -4.78], [0.24, -1.96, -5.80], [-0.80, -1.71, -4.39], [0.03, -0.31, -2.45], [1.60, 0.50, -2.60], [3.70, -0.82, -2.42], [3.66, -2.56, -2.19], [-0.50, -1.76, 2.98], [-0.77, -2.18, 4.23], [-0.64, -1.08, 5.05], [-0.30, -0.03, 4.20], [-0.21, -0.45, 2.94], [-0.55, -2.27, 2.11], [-1.01, -3.20, 4.43], [-0.75, -1.03, 6.12], [-0.08, 0.99, 4.45], [-3.44, -0.11, 1.24], [-3.37, 1.39, 1.53], [-3.35, 1.52, 3.05], [-4.68, 1.99, 1.01], [-1.69, 2.22, 0.70], [-1.53, 4.05, 1.57], [-0.90, 3.90, 2.96], [-0.59, 4.98, 0.79], [-2.85, 4.81, 1.73], [-2.01, 2.52, -1.29], [-2.54, 1.24, -1.93], [-0.67, 2.84, -1.96], [-2.99, 3.65, -1.64], [-4.36, -0.53, 1.67], [-2.60, -0.63, 1.70], [-3.45, -0.33, 0.18], [-4.19, 0.96, 3.48], [-3.45, 2.55, 3.37], [-2.43, 1.11, 3.47], [-5.52, 1.58, 1.59], [-4.84, 1.73, -0.03], [-4.71, 3.07, 1.11], [0.11, 3.53, 2.88], [-1.46, 3.23, 3.60], [-0.84, 4.87, 3.45], [0.36, 4.49, 0.58], [-0.38, 5.87, 1.37], [-1.03, 5.29, -0.15], [-3.52, 4.32, 2.43], [-3.36, 4.93, 0.79], [-2.65, 5.81, 2.13], [-1.90, 0.38, -1.69], [-2.57, 1.34, -3.02], [-3.54, 1.01, -1.59], [0.06, 2.04, -1.78], [-0.24, 3.77, -1.58], [-0.80, 2.94, -3.04], [-3.94, 3.50, -1.15], [-3.16, 3.67, -2.71], [-2.59, 4.62, -1.35], [-2.60, -3.08, -0.94], [-1.55, -2.10, -0.27], [-0.80, -1.34, 0.24]],
  "de_lowest_kcal_mol": 21.9,
  "e_lumo_ev": 1.88,
  "total_energy_ha": -9755.805910,
  "homo_ha": -0.158,
  "orbital_gap_ev": 6.19,
  "total_charge": -1
}